# 1
This record from OMol25 describes a 8-piece molecular cluster, C17H53N13O8 overall in a non-equilibrium geometry. The level of theory is wB97M-V/def2-TZVPD.

```
! wB97M-V def2-TZVPD RIJCOSX def2/J DEFGRID3
* xyz 0 1
C 2.62350 6.98093 4.34024
O 2.11739 5.77438 5.01063
C 0.69390 5.62120 4.98549
C 0.25464 4.19202 5.40631
C -1.15629 3.90849 4.92794
N 0.16705 4.09854 6.84240
H 3.64459 7.11942 4.69565
H 2.05148 7.87556 4.58628
H 2.51778 6.89109 3.25911
H 0.29799 6.39879 5.63871
H 0.27370 5.85706 4.00779
H 0.88092 3.40989 4.97721
H -1.43011 2.85406 4.96402
H -1.40747 4.22222 3.91473
H -1.85598 4.45813 5.55757
H -0.44557 4.80851 7.21755
H 1.08412 4.26734 7.23046
C -1.18503 -2.16589 0.62344
O 0.08573 -1.74359 0.13962
C -0.06048 -0.48286 -0.55931
C 1.17676 0.32662 -0.41519
C 0.95254 1.81162 -0.62325
N 2.15398 -0.15300 -1.40872
H -1.13635 -3.13835 1.11339
H -2.06376 -2.23334 -0.01795
H -1.26044 -1.43039 1.42435
H -0.37171 -0.52091 -1.60324
H -0.81689 0.05015 0.01675
H 1.57457 0.25078 0.59679
H 0.14388 2.29863 -0.07827
H 0.86066 2.00489 -1.69204
H 1.92365 2.28212 -0.46939
H 3.05010 0.31279 -1.39870
H 2.35399 -1.10654 -1.14249
C -3.06831 -4.84725 -6.01209
O -4.24116 -5.59566 -5.82737
C -5.04001 -5.13682 -4.67755
C -5.72267 -6.32006 -3.85423
C -6.75569 -7.12775 -4.62430
N -6.34346 -5.93181 -2.54335
H -2.15886 -5.12907 -5.48146
H -3.17437 -3.76562 -5.92887
H -2.71647 -4.89320 -7.04272
H -4.34760 -4.75820 -3.92567
H -5.87024 -4.46710 -4.90183
H -4.86458 -6.95068 -3.62160
H -7.12618 -7.96395 -4.03133
H -6.21072 -7.43850 -5.51567
H -7.58761 -6.49598 -4.93554
H -7.06321 -6.58983 -2.28053
H -6.81660 -5.06754 -2.76533
N 3.14402 1.36551 -7.48488
C 3.91360 1.13225 -8.56848
N 3.54057 1.75078 -9.59618
O 4.73388 0.24226 -8.67523
H 3.15565 0.64930 -6.77284
H 2.43468 2.08312 -7.44051
H 3.93792 1.47319 -10.48228
H 2.86283 2.49028 -9.47831
N -2.33334 -1.66065 7.41899
C -3.59936 -1.78857 7.58047
N -4.11339 -0.68560 7.82517
O -4.33072 -2.78731 7.33728
H -1.82007 -2.50204 7.19825
H -1.75932 -0.83492 7.51266
H -5.04791 -0.75577 8.20180
H -3.47204 0.09431 7.80260
N 10.18238 2.95360 0.26673
C 9.19773 2.37937 1.03690
N 9.61495 1.76777 2.09692
O 8.01807 2.28904 0.68704
H 11.11202 2.59135 0.42372
H 9.82071 3.19707 -0.64432
H 10.47710 2.25220 2.30219
H 8.83359 1.54547 2.69705
N -8.51381 -6.51784 5.62934
C -8.66319 -6.50080 4.33344
N -7.88741 -5.53207 3.93003
O -9.20432 -7.24188 3.56370
H -8.68544 -7.31496 6.22536
H -8.30203 -5.74007 6.23788
H -7.23364 -5.25222 4.64722
H -7.71097 -5.42937 2.94088
N 6.85856 4.78700 -4.67527
C 7.86342 5.50625 -5.22896
N 7.52056 6.03448 -6.39194
O 8.94163 5.71773 -4.67610
H 6.41442 4.11572 -5.28538
H 6.91990 4.57937 -3.68875
H 6.51104 6.06267 -6.37868
H 8.08273 6.86284 -6.52566
*
```

For the energy above the lowest of the compared OMol25 structures with the same formula, charge and spin, the calculation gives 6.6782 eV. The calculation puts the HOMO energy at -9.3 eV. As for the total energy: -54237.435 eV. The frontier orbital gap is 9.50 eV. As for the SMILES: COC[C@H](C)N.COC[C@H](C)N.COC[C@H](C)N.NC(N)=O.NC(N)=O.NC(N)=O.NC(N)=O.NC(N)=O.



# 2
This record from OMol25 describes C30H30AsCoF8N6 as an isolated structure in a non-equilibrium geometry. The level of theory is wB97M-V/def2-TZVPD.

```
! wB97M-V def2-TZVPD RIJCOSX def2/J DEFGRID3
* xyz 1 2
Co 0.95088 -1.07631 0.35049
C 3.86908 -2.29291 -0.95441
C 3.91728 -0.81981 -0.55461
N 3.03828 -0.48381 0.57899
C 3.07378 0.96939 0.85059
C 2.58528 1.85259 -0.29131
C 3.46038 -1.21271 1.78859
C 2.31018 -1.38191 2.78229
N 1.12618 -1.79551 2.06539
C 0.10838 -2.43341 2.68629
C -1.05122 -2.72271 1.93079
F -1.04592 -2.28111 0.63189
C -2.15002 -3.40041 2.41309
F -3.18032 -3.62421 1.60539
C -2.16602 -3.85021 3.72399
C -1.05772 -3.57611 4.50889
F -1.04392 -3.98501 5.77309
C 0.04978 -2.88781 4.02799
F 1.06678 -2.66131 4.87319
H 4.23238 -2.40261 -1.97531
H 2.83588 -2.65921 -0.90031
H 4.49648 -2.92081 -0.32571
H 3.58858 -0.21441 -1.40161
H 4.95038 -0.53361 -0.31051
H 4.10037 1.25969 1.11129
H 2.43888 1.14389 1.72209
H 3.33868 1.97549 -1.06521
H 2.36588 2.84239 0.10029
H 1.66408 1.46199 -0.72711
H 4.30048 -0.70591 2.27909
H 3.78668 -2.20811 1.48989
H 2.10028 -0.43991 3.30729
H 2.61868 -2.11771 3.52769
H -3.01522 -4.37761 4.12269
C 1.65198 0.57959 -3.85521
C 1.43348 -0.91251 -3.64261
As 0.46758 -1.42451 -1.98971
C 0.24078 -3.32151 -2.50881
C -0.19012 -4.24841 -1.38171
C -1.30552 -0.59801 -2.26861
C -2.03852 -0.97221 -3.54811
H 2.05858 0.75559 -4.85081
H 2.35498 0.99039 -3.13151
H 0.71258 1.12699 -3.77181
H 2.39048 -1.44591 -3.65991
H 0.82418 -1.31361 -4.46091
H 1.20238 -3.64961 -2.91851
H -0.49162 -3.35661 -3.31981
H 0.47708 -4.15571 -0.52091
H -0.16452 -5.28591 -1.71061
H -1.20612 -4.02281 -1.06421
H -1.13192 0.48279 -2.22911
H -1.91942 -0.85891 -1.40191
H -1.42422 -0.80581 -4.43241
H -2.92952 -0.35391 -3.64381
H -2.36302 -2.01161 -3.52711
F -4.83142 2.67989 1.89589
C -3.89512 3.35919 1.23229
C -4.04852 4.71359 1.05469
F -5.13022 5.29809 1.56119
C -3.07452 5.51169 0.38859
C -1.98812 4.78899 -0.17831
C -1.84642 3.44009 -0.00301
F -0.79532 2.81609 -0.57231
C -2.74812 2.67139 0.77009
C -2.44802 1.32999 1.12059
C -1.21762 0.77589 0.89879
N -0.13992 0.32439 0.86079
C -3.29402 0.47969 1.86459
N -3.91512 -0.28011 2.45769
F -1.06062 5.43049 -0.89001
C -3.15772 6.91289 0.32019
C -2.14992 7.71429 -0.24541
N -1.33692 8.41009 -0.66141
C -4.20812 7.66059 0.88129
N -5.02702 8.32469 1.33649
*
```

For the energy above the lowest of the compared OMol25 structures with the same formula, charge and spin, the calculation gives 0.9414 eV. The calculation puts the HOMO energy (spin up / spin down) at -10.2 / -10.3 eV. As for the total energy: -160731.476 eV. The frontier orbital gap (spin up / spin down) is 3.71 / 3.82 eV.



# 3
This record from OMol25 describes a 8-piece molecular cluster, BF4H14O7 overall in a non-equilibrium geometry. The level of theory is wB97M-V/def2-TZVPD.

```
! wB97M-V def2-TZVPD RIJCOSX def2/J DEFGRID3
* xyz -1 1
B -0.19770 -0.26813 -0.43197
F -1.42681 -0.78365 0.07097
F -0.22937 1.14713 -0.46589
F 0.79070 -0.80125 0.39177
F -0.04554 -0.77914 -1.72447
O -1.75650 -3.49413 -0.62629
H -1.38892 -2.60859 -0.49257
H -2.69697 -3.33511 -0.73556
O -0.98178 -2.46453 2.52248
H -0.26517 -3.05861 2.28490
H -1.10755 -1.92769 1.72971
O 3.18496 -2.02911 -0.60918
H 2.38254 -1.54515 -0.36986
H 2.94653 -2.49024 -1.41718
O 1.87043 1.32180 2.21604
H 1.28994 1.18706 1.45939
H 1.28412 1.27303 2.97576
O -1.03040 4.09001 -0.71549
H -0.86467 3.14019 -0.77089
H -1.13566 4.28235 0.21751
O 2.07528 1.29979 -2.82738
H 1.93437 0.59121 -3.46024
H 1.47064 1.09106 -2.10762
O -2.39492 1.90488 1.01281
H -2.10048 2.79459 1.21240
H -1.60708 1.46222 0.66083
*
```

For the energy above the lowest of the compared OMol25 structures with the same formula, charge and spin, the calculation gives 0.3620 eV. The calculation puts the HOMO energy at -8.0 eV. As for the total energy: -26115.888 eV. The frontier orbital gap is 10.95 eV.



# 4
This record from OMol25 describes one molecule with the formula C3H4O2 in a non-equilibrium geometry. The level of theory is wB97M-V/def2-TZVPD.

```
! wB97M-V def2-TZVPD RIJCOSX def2/J DEFGRID3
* xyz 0 1
O -0.11069 -2.11423 0.20593
C -0.08779 -0.90263 0.12704
C 0.88700 0.20564 0.55157
O 0.13023 1.14447 -0.24867
C -0.85156 0.23825 -0.59006
H 1.85452 0.13818 0.06666
H 0.95198 0.42767 1.61361
H -1.81733 0.59598 -0.12018
H -0.95636 0.26667 -1.60590
*
```

For the energy above the lowest of the compared OMol25 structures with the same formula, charge and spin, the calculation gives 1.9172 eV. The calculation puts the HOMO energy at -10.2 eV. As for the total energy: -7268.769 eV. The frontier orbital gap is 11.05 eV. As for the SMILES: O=C1COC1.



What is the formula in the first record?
C17H53N13O8